(1)
{"formula": "C23H32BNO7Sn", "method": "ωB97M-V with the def2-TZVPD basis set", "charge": 0, "e_homo_ev": -8.537, "relative_energy_kj_mol": 0.0, "lumo_ev": 0.34, "total_energy_ev": -46705.716, "mol_weight_g_mol": 564.0, "elements": ["Sn", "O", "C", "O", "C", "C", "C", "C", "C", "O", "C", "C", "O", "O", "H", "H", "H", "H", "H", "H", "H", "H", "C", "N", "C", "C", "C", "C", "C", "C", "C", "C", "H", "H", "H", "H", "H", "H", "H", "H", "H", "H", "H", "H", "C", "C", "C", "O", "B", "O", "C", "C", "C", "H", "H", "H", "H", "H", "H", "H", "H", "H", "H", "H", "H"], "positions_angstrom": [[-0.3419, 0.4656, 0.3586], [-1.8572, 3.5739, 2.7820], [-1.8400, 2.5151, 2.2085], [-1.0207, 2.2302, 1.2158], [-2.8293, 1.4134, 2.5674], [-3.5146, 0.8497, 1.3148], [-4.7846, 0.0977, 1.6943], [-4.2034, -1.1831, 2.3375], [-2.7022, -0.9521, 2.1963], [-2.6205, -0.2360, 0.9282], [-2.2073, 0.1064, 3.1814], [-0.6798, 0.1458, 3.2847], [-0.1308, 0.5707, 4.2664], [-0.0404, -0.3324, 2.2220], [-3.5547, 1.8506, 3.2505], [-3.5987, 1.5457, 0.4844], [-5.3777, -0.1351, 0.8119], [-5.4003, 0.6805, 2.3776], [-4.5052, -2.0714, 1.7852], [-4.4938, -1.3141, 3.3787], [-2.0847, -1.8436, 2.1376], [-2.5926, -0.0571, 4.1866], [0.0497, -0.6741, -3.0685], [0.4318, -1.5439, -1.9769], [-0.4596, -2.6819, -1.8877], [1.8428, -1.9062, -2.0958], [2.3428, -2.7522, -0.9505], [2.3032, -4.1355, -1.0970], [2.7026, -4.9855, -0.0775], [3.1668, -4.4530, 1.1146], [3.2466, -3.0768, 1.2564], [2.8420, -2.2017, 0.2405], [0.1354, -1.1713, -4.0490], [0.6871, 0.2118, -3.0767], [-0.9852, -0.3483, -2.9441], [-0.4261, -3.3172, -2.7896], [-1.4831, -2.3206, -1.7696], [-0.2118, -3.2998, -1.0267], [2.4116, -0.9771, -2.1512], [2.0126, -2.4549, -3.0397], [1.9451, -4.5517, -2.0314], [2.6540, -6.0577, -0.2176], [3.4798, -5.1032, 1.9210], [3.6393, -2.6579, 2.1728], [2.9509, 1.3958, 2.8240], [3.9101, 1.1160, 1.6803], [5.2963, 1.6365, 2.0102], [3.9856, -0.3261, 1.5250], [3.1156, -0.6895, 0.5328], [2.5895, 0.4034, -0.1323], [3.3740, 1.5631, 0.2884], [2.4758, 2.7809, 0.3175], [4.4664, 1.7275, -0.7574], [3.3132, 0.8879, 3.7170], [1.9442, 1.0241, 2.6342], [2.8948, 2.4638, 3.0367], [5.5839, 1.2973, 3.0043], [5.3000, 2.7276, 2.0130], [6.0396, 1.2849, 1.2987], [1.6271, 2.6717, 0.9915], [2.0971, 2.9872, -0.6846], [3.0426, 3.6540, 0.6471], [5.1123, 0.8496, -0.7945], [5.0839, 2.6017, -0.5523], [4.0038, 1.8571, -1.7358]], "mulliken_charge": [1.3322, -0.6725, -0.0031, -0.7542, 0.0274, -0.0051, -0.9999, -0.9814, -0.1261, -0.6204, 0.1829, -0.2950, -0.6472, -0.3179, 0.5914, 0.6221, 0.3482, 0.3926, 0.3499, 0.3636, 0.7073, 0.6011, -1.2461, 0.6515, -1.0732, -1.4949, 0.0076, -0.2972, -0.6512, -0.6769, -0.9108, 0.7314, 0.3654, 0.3058, 0.3371, 0.3021, 0.3365, 0.3200, 0.5047, 0.4424, 0.3958, 0.3948, 0.4274, 0.4169, -1.6392, 1.6705, -1.9453, -0.8602, 1.2531, 0.0834, 1.3064, -1.9005, -2.1084, 0.5075, 0.0188, 0.3476, 0.4638, 0.3406, 0.3775, 0.4818, 0.3347, 0.3911, 0.3745, 0.3819, 0.4354]}

***

(2)
{"formula": "C23H32F4N7O", "method": "ωB97M-V with the def2-TZVPD basis set", "charge": 1, "e_homo_ev": -13.357, "lumo_ev": -4.03, "total_energy_ev": -47710.725, "mol_weight_g_mol": 498.5, "elements": ["C", "C", "C", "F", "N", "C", "C", "C", "C", "C", "O", "C", "F", "F", "F", "C", "C", "H", "H", "H", "H", "H", "H", "H", "H", "H", "H", "H", "H", "H", "H", "C", "C", "N", "H", "H", "H", "C", "C", "N", "H", "H", "H", "C", "C", "N", "H", "H", "H", "C", "C", "N", "H", "H", "H", "C", "C", "N", "H", "H", "H", "C", "C", "N", "H", "H", "H"], "positions_angstrom": [[0.9050, 2.7579, 3.8981], [-0.4298, 3.3588, 3.3772], [-1.5141, 2.3083, 3.2016], [-2.6528, 2.7966, 2.6451], [-1.0001, 1.2191, 2.3182], [-1.2431, -0.0310, 2.6969], [-0.7860, -1.0852, 1.9643], [-0.0642, -0.8272, 0.8202], [0.5072, -1.9396, -0.0319], [2.0465, -1.8139, -0.1385], [2.6738, -2.9518, 0.4210], [2.5584, -1.5656, -1.5835], [1.7426, -2.0159, -2.5397], [2.7002, -0.2307, -1.7680], [3.7571, -2.1217, -1.7367], [0.1564, 0.4915, 0.4231], [-0.3288, 1.4913, 1.1956], [0.7115, 1.8121, 4.4148], [1.5266, 2.5039, 3.0328], [1.4087, 3.4955, 4.5160], [-0.7707, 4.0796, 4.1259], [-0.2873, 3.9420, 2.4572], [-1.7329, 1.9023, 4.1922], [-1.7894, -0.2625, 3.6053], [-0.9889, -2.1015, 2.2752], [0.2924, -2.8921, 0.4605], [-0.0077, -1.9691, -0.9960], [2.3662, -0.9498, 0.4542], [3.3443, -2.6400, 1.0369], [0.7190, 0.7380, -0.4692], [-0.1735, 2.5212, 0.8956], [3.6968, -4.6012, -3.9255], [4.1903, -4.7497, -5.2863], [4.5788, -4.8662, -6.3589], [4.2912, -5.1811, -3.2196], [3.7286, -3.5646, -3.6018], [2.6629, -4.9353, -3.8359], [-3.5429, 5.1042, 0.1202], [-2.1844, 5.4384, 0.5149], [-1.1109, 5.7046, 0.8255], [-4.2719, 5.5727, 0.7821], [-3.7533, 5.4380, -0.8927], [-3.7107, 4.0316, 0.1498], [-0.9237, 2.3504, -2.9103], [-2.2280, 2.8063, -2.4556], [-3.2606, 3.1608, -2.0994], [-0.1215, 2.8006, -2.3272], [-0.8335, 1.2661, -2.8272], [-0.7534, 2.6156, -3.9514], [1.9205, -7.6379, -1.8784], [0.7382, -7.0603, -1.2552], [-0.1859, -6.5942, -0.7597], [2.8325, -7.2528, -1.4232], [1.9379, -8.7221, -1.7781], [1.9594, -7.4054, -2.9421], [-2.0705, -4.0798, 5.1831], [-1.6750, -2.7105, 5.4807], [-1.3701, -1.6293, 5.7202], [-1.2780, -4.6137, 4.6595], [-2.2931, -4.6297, 6.0964], [-2.9610, -4.1045, 4.5560], [-1.6336, 6.6059, -4.4297], [-0.5498, 5.7940, -3.8971], [0.3053, 5.1535, -3.4776], [-2.2438, 6.0366, -5.1297], [-2.2854, 6.9613, -3.6327], [-1.2478, 7.4773, -4.9570]], "mulliken_charge": [-1.1209, -0.3632, -0.0149, -0.3520, 0.2641, -0.1199, -1.0465, 0.9452, -1.1391, -0.2897, -0.5487, 0.8372, -0.2689, -0.2892, -0.2754, -0.4934, -0.7664, 0.2878, 0.2976, 0.3688, 0.5257, 0.0658, 0.4005, 0.3682, 0.4370, 0.5461, 0.4685, 0.5474, 0.3768, 0.6094, 0.6351, -0.3407, 0.1918, -0.3496, 0.3008, -0.0040, 0.1877, -0.9295, 0.5530, -0.5219, 0.3649, 0.3039, 0.2761, -0.9701, 0.5099, -0.4964, 0.2781, 0.2806, 0.3961, -0.7696, 0.3970, -0.4083, 0.2462, 0.3182, 0.2329, -0.9102, 0.4730, -0.4280, 0.2849, 0.3429, 0.2853, -0.8283, 0.4160, -0.4229, 0.2745, 0.2443, 0.3285]}

***

(3)
{"formula": "C23H32N11OSeV", "method": "ωB97M-V with the def2-TZVPD basis set", "charge": 1, "e_homo_ev": [-10.102, -10.794], "relative_energy_kj_mol": 0.0, "lumo_ev": [-2.60, -2.61], "total_energy_ev": -133837.954, "spin_multiplicity": 4, "mol_weight_g_mol": 608.5, "elements": ["V", "C", "N", "C", "C", "N", "C", "C", "N", "C", "C", "N", "C", "N", "C", "C", "C", "N", "C", "H", "H", "H", "H", "H", "H", "H", "H", "H", "H", "H", "H", "H", "H", "H", "H", "H", "H", "H", "H", "H", "H", "H", "H", "O", "N", "C", "C", "N", "C", "N", "C", "N", "C", "Se", "N", "C", "C", "C", "C", "C", "C", "H", "H", "H", "H", "H", "H", "H", "H"], "positions_angstrom": [[0.4736, -0.2802, 0.5326], [1.2698, -2.9418, 1.4494], [1.7588, -2.5187, 2.7362], [1.6824, -3.4264, 3.8707], [2.3082, -2.5781, 4.9593], [1.9732, -1.2233, 4.5179], [2.4278, -0.1356, 5.3675], [1.7809, -1.2255, 3.1655], [1.6012, -0.2339, 2.3275], [1.8114, 1.1671, 2.7037], [2.1423, 1.9530, 1.4443], [1.0781, 1.7471, 0.4767], [1.0132, 2.4490, -0.6290], [-0.1398, 2.5362, -1.3487], [-1.4509, 2.4622, -0.7357], [0.0307, 3.4791, -2.4457], [1.5397, 3.5307, -2.5891], [1.9973, 3.1572, -1.2454], [3.4178, 2.8633, -1.1098], [1.4885, -4.0011, 1.3316], [1.7951, -2.4353, 0.6367], [0.1863, -2.8025, 1.3505], [2.2336, -4.3436, 3.6733], [0.6409, -3.6776, 4.1025], [3.3952, -2.7088, 4.9962], [1.8919, -2.7688, 5.9461], [2.3752, -0.4902, 6.3948], [1.7789, 0.7305, 5.2884], [3.4620, 0.1505, 5.1596], [2.6481, 1.3074, 3.3854], [0.9063, 1.5776, 3.1638], [3.1119, 1.5922, 1.0871], [2.2519, 3.0107, 1.7018], [-1.3863, 1.9473, 0.2178], [-2.1370, 1.9144, -1.3839], [-1.8478, 3.4719, -0.5820], [-0.3823, 4.4543, -2.1615], [-0.4735, 3.1356, -3.3477], [1.9121, 4.5133, -2.8708], [1.9003, 2.7900, -3.3096], [3.9375, 3.3796, -1.9128], [3.6225, 1.7954, -1.2132], [3.8155, 3.2261, -0.1659], [0.4743, -0.9615, -1.4049], [1.3392, -0.2072, -2.0606], [2.3503, -0.8368, -2.5433], [2.5567, -2.2417, -2.3154], [2.6870, -3.3587, -2.0841], [3.3074, -0.0619, -3.2797], [4.0741, 0.5859, -3.8373], [-5.2247, -0.9297, 0.4513], [-4.2104, -0.9413, -0.5864], [-2.8759, -0.8971, -0.4128], [-2.0081, -0.7645, 1.2367], [-2.2932, -0.9471, -1.6159], [-3.2615, -1.0254, -2.6061], [-3.1743, -1.1022, -3.9892], [-4.3695, -1.1721, -4.6809], [-5.6035, -1.1680, -4.0193], [-5.6893, -1.0945, -2.6409], [-4.4877, -1.0214, -1.9494], [-4.7478, -0.7441, 1.4086], [-5.7383, -1.8897, 0.4806], [-5.9430, -0.1377, 0.2460], [-1.2758, -0.9598, -1.7396], [-2.2207, -1.1113, -4.4988], [-4.3517, -1.2363, -5.7600], [-6.5127, -1.2279, -4.6012], [-6.6437, -1.0982, -2.1333]], "mulliken_charge": [0.5405, -0.9777, 0.1357, -0.6963, -0.6756, 0.0474, -1.0374, 0.1640, 0.0601, -0.7171, -1.0932, -0.1298, 0.2338, 0.4602, -1.0848, -0.6305, -0.6178, 0.0855, -1.1254, 0.3601, 0.3003, 0.2372, 0.3694, 0.3217, 0.3428, 0.4098, 0.3382, 0.3969, 0.3666, 0.4633, 0.2618, 0.3788, 0.4304, 0.2923, 0.2809, 0.2949, 0.3361, 0.3980, 0.4441, 0.2575, 0.4099, 0.2896, 0.3818, -1.0470, 0.2467, 0.9392, 0.0119, -0.4679, -0.2093, -0.4659, -0.9715, 0.3022, 0.0442, -0.2979, 0.6222, 0.6139, -0.5371, -0.6137, -0.5675, -0.6518, 0.1988, 0.2851, 0.3533, 0.3594, -0.1843, 0.4786, 0.4064, 0.3966, 0.4515]}

***

Which value of charge does entry 1 give?
0

***

charge of number 1 (C23H32BNO7Sn)?
0